Record 1
Computed, not measured: a structure of composition C29H48NOP3SSn at a distorted geometry, with ωB97M-V/def2-TZVPD.

## Properties
* HOMO-LUMO gap (alpha / beta): 4.149 / 4.144 eV
* HOMO level (alpha / beta): -18.74 / -18.74 eV

The geometry in ORCA input format:
```
! wB97M-V def2-TZVPD RIJCOSX def2/J DEFGRID3
* xyz 4 1
Sn -0.7369 0.2102 -1.1003
P 1.6581 1.1606 0.5896
P -1.4958 3.0699 -2.0307
P 1.4590 -0.3108 -2.6460
H -0.9351 -4.3620 -0.1424
C 0.0997 -4.6753 -0.3190
C 1.0735 -4.2196 0.4054
H 0.8777 -3.4090 1.1454
C 1.3890 1.6390 2.3516
C 2.7664 2.5762 0.1610
C 2.9637 -0.1036 0.8968
C -3.1065 2.7280 -2.7130
C -1.4502 4.2822 -0.6991
C -0.2643 3.4552 -3.2784
C 2.0739 -2.0177 -2.3109
C 3.0481 0.6210 -2.8407
C 0.9084 -0.4469 -4.4017
H 0.2193 -5.5056 -1.0771
H 2.1256 -4.5419 0.3368
H 1.0179 0.7834 2.9356
H 0.6730 2.4724 2.4174
H 2.3598 1.9663 2.7604
H 2.1586 3.4138 -0.2094
H 3.4978 2.2885 -0.6067
H 3.2957 2.8995 1.0714
H 2.5176 -1.1080 0.8762
H 3.3849 0.0860 1.8971
H 3.7619 -0.0355 0.1432
H -3.0485 2.2656 -3.7163
H -3.5704 3.7269 -2.7759
H -3.7150 2.0841 -2.0560
H -1.9887 5.1274 -1.1249
H -0.3814 4.4284 -0.4668
H -1.9437 3.8259 0.1785
H -0.7238 4.2947 -3.8239
H -0.0415 2.6399 -3.9909
H 0.6599 3.8054 -2.7937
H 2.3803 -2.5011 -3.2561
H 1.2755 -2.6113 -1.8415
H 2.9279 -1.9715 -1.6130
H 3.5203 0.3800 -3.8116
H 3.7541 0.3744 -2.0301
H 2.8350 1.7011 -2.8123
H 1.6713 -0.9895 -4.9894
H 0.7619 0.5610 -4.8261
H -0.0454 -0.9920 -4.4648
C -2.0714 -1.8670 -2.4947
C -2.8243 -0.9355 -3.2707
C -2.9642 -1.2357 -4.6172
C -2.3646 -2.3715 -5.1521
C -1.6215 -3.2443 -4.3773
C -1.5125 -3.0470 -3.0079
O -1.5709 -1.5819 -1.2949
H -0.9966 2.1665 -0.9083
H -3.2984 -0.0290 -2.8586
H -3.5854 -0.6258 -5.2594
H -2.4720 -2.6157 -6.1980
H -1.1524 -4.1568 -4.7168
H -0.9628 -3.6458 -2.2845
N -1.6957 0.3140 0.7487
S -2.9888 -0.5013 1.3583
C -3.3828 0.6653 2.6814
C -3.4974 2.0307 2.3792
C -3.6040 2.9607 3.4204
C -3.6628 2.5229 4.7490
C -3.6229 1.1557 5.0385
C -3.5134 0.2235 4.0016
C -2.1601 -1.8067 2.2407
C -1.0858 -1.5276 3.0822
C -0.5010 -2.5682 3.8095
C -0.9803 -3.8740 3.6637
C -2.0283 -4.1504 2.7800
C -2.6161 -3.1188 2.0500
H -1.5421 1.2113 1.1999
H -3.4838 2.3697 1.3412
H -3.6512 4.0267 3.1865
H -3.7539 3.2487 5.5582
H -3.6748 0.8054 6.0705
H -3.4848 -0.8433 4.2198
H -0.7308 -0.5015 3.1772
H 0.3197 -2.3460 4.4947
H -0.5270 -4.6817 4.2408
H -2.3902 -5.1718 2.6523
H -3.4277 -3.2912 1.3420
*
```

Record 2
Computed, not measured: a structure of composition C24H23ClO3PRuS at a distorted geometry, with ωB97M-V/def2-TZVPD.

## Properties
* HOMO-LUMO gap (alpha / beta): 6.993 / 4.157 eV
* HOMO level (alpha / beta): -6.61 / -6.60 eV
* <S²>: 8.761

The geometry in ORCA input format:
```
! wB97M-V def2-TZVPD RIJCOSX def2/J DEFGRID3
* xyz 0 6
C -0.8509 -2.1982 3.9580
C -0.8118 -2.1264 2.5220
C 0.5715 -2.1372 2.1173
H -1.6644 -2.0381 1.8550
C 1.3826 -2.2421 3.3004
C 0.5080 -2.2733 4.4364
H 0.8145 -2.3760 5.4729
H -1.7443 -2.1827 4.5749
H 0.9374 -2.0784 1.0977
H 2.4645 -2.3073 3.3221
Ru 0.2652 -0.2729 3.3936
Cl 2.3155 0.5027 3.0052
P 0.0768 0.1177 -1.5934
C 1.2952 -1.0982 -1.9794
C 1.1459 -1.9984 -3.0614
H 0.2023 -2.0246 -3.6108
C 2.2113 -2.8212 -3.4141
H 2.1101 -3.4949 -4.2656
C 3.4082 -2.7856 -2.6833
H 4.2521 -3.3983 -2.9998
C 3.5141 -1.9764 -1.5436
H 4.4286 -1.9904 -0.9484
C 2.4625 -1.1537 -1.1683
H 2.5166 -0.5392 -0.2667
C -1.6185 -0.3732 -1.7231
C -1.9712 -1.7324 -1.4995
H -1.2206 -2.4341 -1.1319
C -3.2645 -2.1622 -1.7707
H -3.5186 -3.2172 -1.6546
C -4.2393 -1.2480 -2.1928
H -5.2392 -1.5973 -2.4520
C -3.9337 0.1185 -2.2639
H -4.7129 0.8367 -2.5236
C -2.6433 0.5679 -2.0074
H -2.4037 1.6323 -2.0308
C 0.5161 1.7978 -1.8954
C 1.1079 2.1925 -3.1200
H 1.3793 1.4268 -3.8492
C 1.3143 3.5456 -3.3661
H 1.7335 3.8614 -4.3243
C 0.9901 4.5056 -2.3987
H 1.1249 5.5653 -2.6186
C 0.5038 4.1049 -1.1441
H 0.2945 4.8482 -0.3740
C 0.2846 2.7605 -0.8763
H -0.0625 2.4312 0.1055
C -0.3217 2.0744 4.9975
S -1.2322 2.3715 3.4905
O -2.6349 2.3771 3.8049
O -0.6289 3.4744 2.7856
O -0.9456 1.0370 2.6231
H -0.4727 2.9841 5.5862
H 0.7429 1.9374 4.7775
H -0.7394 1.2066 5.5255
*
```

Record 3
Computed, not measured: an isolated molecule of C4H6N2OS at a distorted geometry, with ωB97M-V/def2-TZVPD.

## Properties
* HOMO-LUMO gap: 9.266 eV
* structure (SMILES): Cc1cn(O)c(S)n1
* HOMO level: -8.71 eV

The geometry in ORCA input format:
```
! wB97M-V def2-TZVPD RIJCOSX def2/J DEFGRID3
* xyz 0 1
C -0.6373 2.3743 -0.0533
C -0.2213 0.9405 -0.0209
C -0.6120 -0.1120 -0.8275
C 0.7979 -0.8092 0.7130
H -1.3345 2.4437 -0.8953
H -1.1114 2.7172 0.8656
H 0.2200 3.0396 -0.1992
H -1.3106 -0.1565 -1.6854
H 0.7020 -2.6382 -1.2757
H 0.9655 -2.6954 2.0588
N 0.0706 -1.1944 -0.3441
N 0.6736 0.4676 0.9452
O -0.1205 -2.4613 -0.8121
S 1.9179 -1.9159 1.5309
*
```

Record 4
Computed, not measured: a cluster of 2 separate species, CH3Cl3N2 in total at a distorted geometry, with ωB97M-V/def2-TZVPD.

## Properties
* HOMO-LUMO gap (alpha / beta): 8.843 / 8.428 eV
* HOMO level (alpha / beta): -9.58 / -9.54 eV

The geometry in ORCA input format:
```
! wB97M-V def2-TZVPD RIJCOSX def2/J DEFGRID3
* xyz 0 1
C 0.7089 0.6148 -0.8581
N 0.1387 0.8515 0.4231
N -0.1020 -1.3075 0.8845
Cl -1.4917 1.4263 0.3466
Cl -1.4891 -1.7014 0.1014
Cl -0.2178 -1.2901 2.5421
H -0.1663 0.1124 -1.4352
H 1.1579 1.5780 -1.3472
H 1.4614 -0.2839 -0.6571
*
```

Record 5
Computed, not measured: an isolated molecule of C7H7NS at a distorted geometry, with ωB97M-V/def2-TZVPD.

## Properties
* HOMO-LUMO gap: 9.494 eV
* structure (SMILES): N#C[C@@]1(S)C=CC=CC1
* HOMO level: -9.30 eV

The geometry in ORCA input format:
```
! wB97M-V def2-TZVPD RIJCOSX def2/J DEFGRID3
* xyz 0 1
C -1.5212 -0.8642 1.4600
C 0.8884 -0.9682 -1.1612
C 1.4370 -0.5132 0.1589
C -0.2845 -0.3997 -1.4852
C 0.7832 -0.0088 1.2172
C -0.9878 0.5501 -0.5926
C -0.6670 0.2332 0.9127
N -2.0927 -1.8122 1.8149
S -1.1792 1.6254 2.0692
H 1.3104 -1.5764 -1.8916
H 2.4551 -0.8020 0.4206
H -0.6370 -0.4313 -2.5146
H 1.3465 0.3282 2.0755
H -0.8252 1.6519 -0.6856
H -2.1261 0.2941 -0.6914
H -2.2140 1.9046 1.1805
*
```

Record 6
Computed, not measured: a cluster of 2 separate species, C2H7N3O2 in total at a distorted geometry, with ωB97M-V/def2-TZVPD.

## Properties
* HOMO-LUMO gap: 9.032 eV
* HOMO level: -9.16 eV

The geometry in ORCA input format:
```
! wB97M-V def2-TZVPD RIJCOSX def2/J DEFGRID3
* xyz 0 1
C -0.9396 -1.1987 -0.3645
C -0.9145 1.0950 0.4453
N 0.9730 0.1510 -0.5685
N -0.2794 0.0310 -0.2278
N 1.9348 0.0160 0.3309
O 1.7081 -0.2224 1.5112
O 2.9799 0.3498 -0.1447
H -0.2545 -2.0257 -0.4538
H -1.4402 -1.3919 0.5798
H -1.7598 -1.1153 -1.1289
H -2.0635 1.1323 0.2802
H -0.8702 1.0174 1.5535
H -0.6123 2.1492 0.0948
H 1.5384 0.0122 -1.9076
*
```

Record 7
Computed, not measured: an isolated molecule of CH5N3S2 at a distorted geometry, with ωB97M-V/def2-TZVPD.

## Properties
* HOMO-LUMO gap: 10.008 eV
* structure (SMILES): N=C(NS)NS
* HOMO level: -9.45 eV

The geometry in ORCA input format:
```
! wB97M-V def2-TZVPD RIJCOSX def2/J DEFGRID3
* xyz 0 1
C 0.0348 -0.1568 -0.0265
H 1.7231 1.9098 -1.1773
H -0.5331 1.7479 -0.0833
H 1.6347 -0.5493 -0.9157
H -1.8896 -0.2536 0.6643
H -0.7254 -2.5636 1.2922
N -0.3123 1.0136 -0.7432
N 1.0312 -0.8714 -0.1878
N -0.9457 -0.3233 0.9962
S 0.7092 1.6157 -1.9819
S -0.7270 -1.5690 2.1631
*
```

Record 8
Computed, not measured: a structure of composition C7H19CrN2O5 at a distorted geometry, with ωB97M-V/def2-TZVPD.

## Properties
* HOMO-LUMO gap (alpha / beta): 8.937 / 8.884 eV
* HOMO level (alpha / beta): -17.39 / -17.45 eV
* <S²>: 3.776

The geometry in ORCA input format:
```
! wB97M-V def2-TZVPD RIJCOSX def2/J DEFGRID3
* xyz 2 4
Cr -0.3466 0.6471 0.3659
C -3.4006 -0.6329 -1.5221
C -2.2866 -0.1709 -0.6051
O -2.2296 0.9891 -0.1861
O -1.2176 -0.8249 -0.4381
H -3.4586 0.0081 -2.3871
H -4.2756 -0.6099 -0.8691
H -3.3086 -1.6299 -1.8761
C -0.0786 2.7181 -1.6631
O 0.3194 1.4211 -1.2711
H 0.3884 2.8921 -2.6221
H 0.2004 3.4871 -0.9721
H -1.1266 2.7971 -1.7481
H 1.1464 1.3741 -1.8311
C 0.0704 1.5631 2.6319
O 0.2334 2.1561 3.8509
N 0.6334 1.7041 1.4929
N -0.7316 0.6941 2.1489
H 1.6604 1.5081 1.6869
H 0.8464 2.7371 1.7519
H -0.7126 -0.1279 2.9369
H -1.7486 0.6731 2.5769
C 0.8784 -3.0599 -0.0401
C 1.6874 -1.8119 0.2519
C 2.4164 -1.0949 -0.9171
O 1.0734 -0.9199 0.8779
H 0.2684 -3.4179 0.8589
H 1.5444 -3.8199 -0.3711
H 0.1914 -2.8549 -0.9441
H 2.5184 -2.2659 0.7969
H 1.7934 -0.8209 -1.6951
H 3.1104 -1.8109 -1.3691
H 2.8674 -0.2179 -0.6691
H 1.0724 -1.2779 1.7699
*
```